Record 1
C28H36MoN4O3STe | ωB97M-V with the def2-TZVPD basis set

Last column: Mulliken charge in e.
CARTESIAN COORDINATES (ANGSTROEM)
1 Mo -2.045 -0.276 0.788  -1.0071
2 C -2.594 3.405 -1.349  -1.3806
3 C -2.769 2.557 -0.133  0.9762
4 O -2.046 1.492 -0.118  -0.1465
5 C -3.645 2.855 0.872  -1.2832
6 C -3.899 1.993 1.964  1.1525
7 C -4.875 2.467 2.999  -1.4134
8 N -3.339 0.806 2.107  0.3880
9 N -3.738 0.152 3.298  -0.8254
10 C -3.194 -1.009 3.336  0.6915
11 O -2.367 -1.426 2.409  -0.6054
12 C -3.496 -1.949 4.442  0.3447
13 C -3.268 -3.310 4.278  -0.3466
14 C -3.588 -4.193 5.302  -0.6117
15 C -4.123 -3.716 6.491  -0.3722
16 C -4.337 -2.353 6.659  -0.6749
17 C -4.026 -1.471 5.636  -0.3837
18 H -3.282 3.055 -2.123  0.2767
19 H -1.581 3.306 -1.736  0.1927
20 H -2.820 4.449 -1.133  0.4284
21 H -4.184 3.790 0.834  0.3220
22 H -5.268 3.442 2.723  0.3962
23 H -4.391 2.523 3.973  0.3004
24 H -5.689 1.752 3.104  0.3327
25 H -2.843 -3.667 3.349  0.4313
26 H -3.422 -5.254 5.170  0.3935
27 H -4.374 -4.405 7.288  0.3856
28 H -4.748 -1.979 7.588  0.3772
29 H -4.188 -0.408 5.752  0.4400
30 C 2.033 2.438 -5.146  -0.9829
31 C 3.188 2.597 -4.165  -0.3169
32 C 2.847 2.178 -2.741  -0.9768
33 N 2.685 0.735 -2.600  0.0168
34 C 1.523 0.083 -2.569  0.2512
35 S 0.006 0.751 -2.545  -0.3850
36 N 1.609 -1.316 -2.437  0.1122
37 C 2.603 -2.254 -2.713  0.0875
38 O 2.584 -3.321 -2.144  -0.5998
39 C 3.618 -1.974 -3.781  -0.1502
40 C 4.924 -2.393 -3.569  -0.3242
41 C 5.879 -2.202 -4.559  -0.5701
42 C 5.516 -1.621 -5.767  -0.3994
43 C 4.199 -1.232 -5.990  -0.7184
44 C 3.251 -1.403 -4.994  0.2544
45 H 2.329 2.759 -6.147  0.3534
46 H 1.170 3.030 -4.837  0.2943
47 H 1.699 1.401 -5.210  0.1318
48 H 3.510 3.641 -4.133  0.3525
49 H 4.048 2.011 -4.506  0.2518
50 H 1.920 2.640 -2.401  0.2941
51 H 3.646 2.479 -2.063  0.4404
52 H 3.532 0.194 -2.544  0.3135
53 H 0.769 -1.719 -2.040  0.1648
54 H 5.179 -2.871 -2.632  0.4410
55 H 6.901 -2.518 -4.392  0.4008
56 H 6.259 -1.479 -6.542  0.3999
57 H 3.912 -0.797 -6.939  0.4243
58 H 2.222 -1.109 -5.161  0.4731
59 Te -2.946 -1.743 -0.956  -0.4514
60 C 1.037 -1.205 2.913  -1.6770
61 C 0.689 -0.016 2.009  2.3352
62 C 1.955 0.565 1.374  -1.9209
63 C -0.005 1.069 2.841  -1.5612
64 C -0.191 -0.548 0.893  0.3822
65 H 1.584 -0.852 3.792  0.4300
66 H 1.663 -1.929 2.385  0.3998
67 H 0.134 -1.717 3.248  0.2072
68 H 2.623 0.951 2.149  0.4891
69 H 1.711 1.384 0.691  0.3722
70 H 2.491 -0.200 0.806  0.3449
71 H 0.701 1.495 3.558  0.5278
72 H -0.845 0.668 3.414  0.2313
73 H -0.373 1.882 2.210  0.2251
74 H 0.349 -1.160 0.172  0.8529

Summary:
charge: 0



Record 2
C22H44N5O6SZr | ωB97M-V with the def2-TZVPD basis set

Last column: Mulliken charge in e.
CARTESIAN COORDINATES (ANGSTROEM)
1 Zr 0.046 0.254 -0.251  0.3862
2 C -2.894 0.968 1.228  -1.1933
3 O -1.554 0.475 1.517  -0.3646
4 C -1.703 -0.774 2.236  -0.7968
5 C -0.352 -1.325 2.552  -0.7547
6 O 0.389 -1.408 1.323  0.7427
7 C 1.453 -2.391 1.420  -0.9389
8 H -3.337 1.307 2.164  0.2832
9 H -3.477 0.165 0.781  0.4238
10 H -2.820 1.783 0.520  0.4165
11 H -2.256 -1.474 1.605  0.4388
12 H -2.260 -0.585 3.157  0.5300
13 H -0.462 -2.326 2.972  0.5611
14 H 0.214 -0.695 3.247  0.2805
15 H 2.015 -2.203 2.336  0.3814
16 H 2.095 -2.245 0.560  -0.0072
17 H 0.988 -3.377 1.433  0.3941
18 O -1.729 -0.761 -3.333  -0.6069
19 S -2.000 -0.103 -2.105  0.9800
20 O -3.301 0.398 -1.826  -0.6515
21 O -0.925 1.035 -1.856  -0.5668
22 O -1.482 -0.974 -0.897  -0.4221
23 C 6.482 1.770 -0.397  -1.7575
24 C 5.183 1.319 0.210  0.3014
25 C 4.990 1.374 1.587  -0.7350
26 C 3.785 0.978 2.155  0.6062
27 C 3.540 1.093 3.632  -1.9207
28 C 2.798 0.486 1.309  -0.5724
29 C 2.981 0.343 -0.069  0.8084
30 C 4.177 0.815 -0.611  -0.9001
31 N 1.944 -0.247 -0.843  2.4895
32 C 2.252 -0.979 -2.129  1.1329
33 C 1.271 -2.155 -2.223  -1.4623
34 C 2.070 -0.044 -3.322  -1.5347
35 C 3.655 -1.612 -2.151  -1.7795
36 H 6.967 2.526 0.219  0.4316
37 H 6.331 2.181 -1.394  0.4122
38 H 7.172 0.929 -0.489  0.3091
39 H 5.783 1.755 2.220  0.4459
40 H 4.108 0.341 4.183  0.4365
41 H 2.485 0.953 3.872  0.2754
42 H 3.847 2.068 4.011  0.4203
43 H 1.854 0.230 1.783  0.0083
44 H 4.332 0.812 -1.678  0.3866
45 H 0.238 -1.902 -1.990  0.3246
46 H 1.571 -2.961 -1.550  0.3601
47 H 1.269 -2.546 -3.241  0.5778
48 H 1.026 0.247 -3.460  0.2095
49 H 2.392 -0.546 -4.236  0.5387
50 H 2.669 0.862 -3.206  0.1797
51 H 3.978 -1.929 -1.159  0.2491
52 H 4.421 -0.961 -2.563  0.4399
53 H 3.615 -2.497 -2.786  0.5245
54 C -0.784 3.332 0.243  -0.6301
55 C -0.655 4.873 0.268  -1.1800
56 N 0.692 5.271 -0.111  -0.1541
57 C 1.615 4.781 0.904  -1.0882
58 C 1.426 3.261 1.141  -0.0344
59 N 0.556 2.686 0.073  1.5971
60 C 1.148 3.119 -1.236  -0.4262
61 C 1.027 4.651 -1.389  -1.0552
62 H -1.409 3.008 -0.589  0.3786
63 H -1.196 2.961 1.180  0.3640
64 H -0.850 5.261 1.270  0.3146
65 H -1.379 5.325 -0.409  0.3770
66 H 1.461 5.333 1.832  0.3546
67 H 2.632 4.983 0.565  0.3904
68 H 0.946 3.050 2.101  0.5806
69 H 2.383 2.754 1.121  -0.6753
70 H 0.644 2.602 -2.051  0.3610
71 H 2.189 2.792 -1.216  0.2179
72 H 0.249 4.908 -2.108  0.3258
73 H 1.966 5.067 -1.756  0.3757
74 N -1.072 -4.652 1.186  -0.5229
75 N -1.974 -3.710 0.591  -0.2445
76 H -0.861 -5.417 0.552  0.2290
77 H -1.538 -5.055 1.988  0.2232
78 H -2.679 -4.172 0.025  0.3002
79 H -1.444 -3.106 -0.019  -0.1003

Summary:
charge: +1



So what do the calculations give for ΔE to the lowest compared entry with this formula, charge and spin? Going down the list: 4.7 12.9 kcal per mole.